Here is a structure of composition C5H9NO3 in a non-equilibrium geometry from the OMol25 dataset. Energies are from the ωB97M-V functional and the def2-TZVPD basis.

Each line ends with the Mulliken charge.
Geometry (Å):
C 1.5316 -1.7560 0.3381  -0.72
C 0.8321 0.6680 0.1164  0.00
O 0.8807 -0.6214 0.9810  -0.19
N 1.7609 0.7497 -0.7535  -0.67
H 1.9665 1.7022 -1.0314  0.27
H 0.5134 1.4275 0.8374  0.44
H 1.4820 -2.5753 1.0528  0.27
H 1.0247 -1.9975 -0.5944  0.36
H 2.5566 -1.4637 0.1370  0.32
C -1.7620 1.4886 -0.6816  -1.26
C -0.9281 0.2286 -0.6898  0.66
C -0.7497 -0.7605 1.1430  0.12
O -0.9870 -0.6064 -1.5619  -0.54
O -1.2150 -0.1708 2.0629  -0.48
H -1.0308 -1.7236 0.7074  0.41
H -1.2282 2.2774 -1.2173  0.31
H -1.9379 1.8240 0.3421  0.30
H -2.7099 1.3091 -1.1882  0.40

Output
Kohn-Sham gap (alpha / beta) (eV): 7.2 / 7.2
Relative energy (zero: lowest compared OMol25 entry of this formula, charge and spin) (eV): 6.223
HOMO (alpha / beta) (eV): -7.61 / -7.61

---

Here is the molecule C5H9NO3 in a non-equilibrium geometry from the OMol25 dataset. Energies are from the ωB97M-V functional and the def2-TZVPD basis.

Each line ends with the Mulliken charge.
Geometry (Å):
C 0.5607 -0.6990 0.6088  0.49
C -1.6817 -0.4860 0.1714  -0.33
C 2.1918 0.5688 -0.5786  -0.02
C -1.3399 -1.4811 -0.9273  -1.04
C 0.5767 1.7878 0.7919  -1.07
N 1.0390 0.5226 0.2231  0.16
O 1.1039 -1.7273 0.4246  -0.45
O -0.7157 -0.5846 1.1788  -0.44
O 2.6924 -0.3546 -1.1689  -0.47
H -2.6127 -0.6808 0.6542  0.38
H 2.3644 1.6198 -0.6381  0.39
H -1.1806 -2.5220 -0.3772  0.23
H -0.3904 -1.2477 -1.3489  0.35
H -2.2030 -1.5437 -1.6133  0.41
H 0.3440 2.4243 -0.0210  0.42
H -0.3685 1.6406 1.3217  0.38
H 1.3541 2.2946 1.4847  0.30
H -1.7347 0.4683 -0.1860  0.31

Output
SMILES: CCOC(=O)N(C)C=O
Kohn-Sham gap (eV): 10.8
Relative energy (zero: lowest compared OMol25 entry of this formula, charge and spin) (eV): 2.253
HOMO (eV): -10.14

---

Here is the molecule C5H9NO3 in a non-equilibrium geometry from the OMol25 dataset. Energies are from the ωB97M-V functional and the def2-TZVPD basis.

Each line ends with the Mulliken charge.
Geometry (Å):
C -2.0266 -0.4556 -0.0985  0.16
C 1.0058 0.6318 0.2740  -0.49
C -0.7541 -0.6420 -0.7050  -0.05
C -0.0654 1.6875 0.2792  -0.32
C 1.3757 -1.7049 -0.2561  -1.12
N 0.4230 -0.6773 0.1112  0.03
O -3.0691 -0.2667 -0.6965  -0.61
O -2.0165 -0.4584 1.2768  -0.55
O 0.2256 2.8463 -0.3159  -0.47
H 1.6906 0.8603 -0.5572  0.33
H 1.6010 0.6916 1.2025  0.36
H -0.6834 -0.9105 -1.7488  0.39
H -0.9400 1.5971 0.8993  0.47
H 2.1697 -1.7378 0.4893  0.28
H 0.8660 -2.6667 -0.2698  0.39
H 1.8246 -1.5294 -1.2437  0.38
H -1.1422 -0.7569 1.5729  0.43
H -0.4848 3.4919 -0.2137  0.38

Output
Kohn-Sham gap (alpha / beta) (eV): 6.6 / 9.0
Relative energy (zero: lowest compared OMol25 entry of this formula, charge and spin) (eV): 4.364
HOMO (alpha / beta) (eV): -7.42 / -8.45

---

Here is a cluster of 2 separate species, C5H9NO3 in total in a non-equilibrium geometry from the OMol25 dataset. Energies are from the ωB97M-V functional and the def2-TZVPD basis.

Each line ends with the Mulliken charge.
Geometry (Å):
C 0.9268 1.8816 -1.1370  -0.65
C -0.2513 -0.5296 1.5623  -0.12
C -0.2545 0.6512 2.1932  -0.75
O 1.6491 0.6556 -1.0109  -0.30
H 0.5321 -1.2564 1.7375  0.22
H -0.1542 1.7138 -1.1713  0.33
H 1.2587 2.4088 -2.0355  0.31
H 1.1514 2.4993 -0.2630  0.23
H 0.5267 0.9032 2.9020  0.27
H -1.0341 1.3873 2.0164  0.28
C -1.3044 -0.8507 0.5747  0.70
N -1.3528 -2.1624 0.2305  -0.38
C 1.1591 -0.3792 -1.7294  0.20
O -2.0513 -0.0169 0.0808  -0.65
O 1.5783 -1.5239 -1.6410  -0.50
H -0.6896 -2.8503 0.5590  0.20
H -2.0324 -2.4465 -0.4616  0.24
H 0.3424 -0.0849 -2.4066  0.37

Output
SMILES: C=CC(N)=O.COC=O
Kohn-Sham gap (eV): 10.7
Relative energy (zero: lowest compared OMol25 entry of this formula, charge and spin) (eV): 1.678
HOMO (eV): -10.07